Entry 1:
C4H12N2O | wB97M-V/def2-TZVPD

```
19
Properties=species:S:1:pos:R:3:nbo_charge:R:1
C -1.5255 -1.4338 -1.0483 -0.655
C -1.0943 -0.8350 0.3010 0.237
O 0.2979 -0.7558 0.3876 -0.742
N -1.7102 0.4525 0.6256 -0.481
N -1.4884 1.5228 -0.2768 -0.668
H -1.2133 -0.8001 -1.8788 0.195
H -1.0600 -2.4076 -1.1742 0.223
H -2.6065 -1.5560 -1.0801 0.205
H -1.4060 -1.5120 1.1057 0.172
H 0.7170 -0.0207 -0.1961 0.486
H -2.7115 0.3406 0.7403 0.348
H -0.5651 1.9053 -0.0988 0.347
H -1.5561 1.2409 -1.2565 0.326
C 2.5136 0.4184 1.2527 -0.299
C 2.7034 0.8407 -0.0017 -0.489
H 1.9685 1.0087 1.9723 0.197
H 2.8089 -0.5676 1.5715 0.200
H 2.6215 1.8891 -0.2528 0.198
H 3.3063 0.2696 -0.6925 0.200
```

The HOMO-LUMO gap is 10.09 eV. Its LUMO energy is 1.0 eV. The structure (SMILES) is C[C@@H](O)NN.C=C. Its charge is 0. The calculation puts the max |F| at 2.618 eV/Å. The HOMO energy comes out at -9.12 eV. The energy above the lowest of the compared OMol25 structures with the same formula, charge and spin is 74.4 kcal/mol.

Entry 2:
C8H11Cl2P | wB97M-V/def2-TZVPD

```
22
Properties=species:S:1:pos:R:3:nbo_charge:R:1
C 0.5473 -2.0221 -0.9203 -0.288
C 1.8833 -2.0243 -1.0682 -0.363
C 0.0102 -0.9231 0.0050 -0.347
C -0.6564 0.3927 -0.2902 -0.047
C 0.1241 1.3887 0.2203 -0.152
C -0.5751 -1.5910 1.3630 -0.622
C -2.0807 0.4393 -0.7169 -0.653
C 0.0642 2.8762 0.2471 -0.681
P 1.6984 -0.0044 -0.0629 1.203
Cl 2.8615 1.0902 -1.3526 -0.269
Cl 2.8982 -0.0313 1.5495 -0.235
H 0.0352 -2.9177 -1.1313 0.212
H 2.6183 -2.8139 -1.3310 0.220
H -1.6889 -1.5166 1.2549 0.216
H -0.6050 -0.9338 2.2525 0.226
H -0.1225 -2.5065 1.6190 0.226
H -1.9903 -0.1519 -1.6793 0.231
H -2.4722 1.4486 -0.8547 0.223
H -2.6975 -0.0165 0.0392 0.224
H 0.9946 3.2401 0.4652 0.230
H -0.5409 3.2592 1.0363 0.226
H -0.3056 3.3180 -0.6443 0.223
```

The HOMO-LUMO gap is 8.74 eV. Its LUMO energy is 0.4 eV. Its charge is 0. The calculation puts the max |F| at 3.808 eV/Å. The HOMO energy comes out at -8.34 eV. The energy above the lowest of the compared OMol25 structures with the same formula, charge and spin is 89.9 kcal/mol.

Entry 3:
C48H132N12O12 | wB97M-V/def2-TZVPD

```
204
Properties=species:S:1:pos:R:3:mulliken_charge:R:1
C 10.6157 -27.1895 -9.8652 -0.931
O 11.2376 -26.2607 -10.6936 -0.060
C 12.6458 -26.5520 -10.8668 -1.192
C 13.3315 -25.3966 -11.6561 1.954
C 13.2427 -25.5617 -13.1620 -1.313
N 14.7047 -25.3640 -11.1305 -0.847
H 10.9014 -27.0641 -8.8004 0.300
H 10.8044 -28.2398 -10.2149 0.337
H 9.5357 -27.1593 -10.0054 0.238
H 13.0693 -26.8195 -9.8746 0.508
H 12.7997 -27.5022 -11.4923 0.297
H 12.7505 -24.5504 -11.3887 -0.571
H 13.6749 -24.6311 -13.6785 -0.171
H 12.2518 -25.8183 -13.5003 0.384
H 13.9022 -26.3703 -13.4677 0.427
H 14.6196 -25.3874 -10.1292 0.328
H 15.0788 -24.4380 -11.3685 0.132
C 15.9414 -17.6552 -20.6207 -0.408
O 16.1613 -16.7480 -19.5442 -0.357
C 16.8262 -17.3166 -18.4874 -0.084
C 17.2389 -16.2325 -17.4251 0.562
C 18.2516 -15.2865 -18.0517 -1.582
N 17.7931 -16.9105 -16.2385 -0.476
H 16.9520 -18.1050 -20.9305 0.315
H 15.3767 -17.1142 -21.3979 0.330
H 15.3665 -18.5401 -20.3005 -0.094
H 16.2313 -18.0765 -18.0475 -0.040
H 17.7801 -17.7304 -18.7977 0.461
H 16.3455 -15.7654 -17.0568 -0.157
H 17.6881 -14.7851 -18.7807 0.387
H 19.0685 -15.8458 -18.4448 0.341
H 18.5998 -14.5807 -17.2998 0.449
H 18.7313 -17.2985 -16.4427 0.295
H 17.2317 -17.6972 -15.8771 0.070
C 5.6879 -22.4768 -10.4348 -0.676
O 6.2819 -21.2193 -10.4174 -0.440
C 7.3814 -21.2238 -11.3751 -0.481
C 8.1515 -19.9251 -11.3808 0.109
C 9.1882 -19.8826 -12.5167 0.612
N 8.9375 -19.7663 -10.1154 -0.466
H 4.8725 -22.5016 -9.6784 0.263
H 6.4353 -23.2173 -10.1353 0.277
H 5.2636 -22.7059 -11.4031 0.251
H 8.0770 -22.0260 -11.2091 0.398
H 6.9226 -21.3153 -12.3828 -0.004
H 7.3704 -19.1756 -11.4973 0.342
H 9.6106 -18.8536 -12.6966 -0.017
H 8.6736 -20.1295 -13.4683 -0.205
H 10.0051 -20.6899 -12.3074 -0.554
H 9.1609 -18.7821 -10.0029 0.233
H 8.3625 -20.0145 -9.3253 0.258
C 17.7513 -19.0433 -13.6872 -0.683
O 17.5223 -20.4030 -13.2951 -0.385
C 17.3587 -20.6434 -11.9318 -0.214
C 16.7428 -22.0605 -11.7360 0.369
C 17.7078 -23.1493 -12.2467 -1.484
N 15.4197 -22.2844 -12.3143 0.854
H 18.4314 -18.4948 -13.0607 0.339
H 16.8127 -18.5207 -13.7693 0.029
H 18.1349 -19.0907 -14.6560 0.481
H 18.3558 -20.5618 -11.4531 0.531
H 16.8200 -19.8115 -11.4085 -0.181
H 16.6207 -22.1802 -10.6739 0.159
H 17.9278 -23.0483 -13.3313 0.261
H 17.2695 -24.1367 -12.1243 0.424
H 18.6583 -23.0040 -11.6419 0.393
H 14.7811 -21.4879 -12.1961 -0.833
H 15.4585 -22.4034 -13.3339 0.062
C 10.8501 -22.9838 -9.6330 -0.381
O 12.2714 -22.7575 -9.7143 -0.045
C 12.5920 -21.4644 -9.2559 -1.006
C 14.1079 -21.2401 -9.1258 3.212
C 14.6459 -22.1301 -7.9747 -1.607
N 14.4033 -19.8444 -8.6928 -0.628
H 10.4495 -22.7079 -8.6529 0.454
H 10.6428 -24.0718 -9.7700 -0.059
H 10.3505 -22.3919 -10.4731 -0.034
H 12.2019 -20.7151 -9.9058 0.365
H 12.1956 -21.2651 -8.1854 0.179
H 14.5949 -21.5732 -10.0124 -1.919
H 14.2860 -21.6400 -7.0366 0.429
H 15.7539 -21.9815 -7.8787 0.402
H 14.4195 -23.1971 -8.0059 0.242
H 15.3675 -19.7016 -8.7772 0.390
H 13.9726 -19.0666 -9.2340 0.088
C 13.3894 -18.6211 -11.7967 0.941
O 13.5188 -17.4979 -10.8800 -0.542
C 14.8627 -16.8344 -10.9333 -0.590
C 14.8669 -15.7604 -9.8986 0.586
C 13.5613 -14.8984 -9.8503 -1.379
N 15.9933 -14.9145 -10.3489 -0.672
H 13.5437 -18.3193 -12.8597 -0.690
H 12.4035 -19.0067 -11.6886 0.105
H 14.1865 -19.3438 -11.4926 -0.057
H 15.6758 -17.5591 -10.7792 -0.068
H 14.9264 -16.4360 -11.9220 0.538
H 15.0236 -16.2755 -8.9361 0.231
H 13.7114 -14.0150 -9.2139 0.401
H 12.6961 -15.4611 -9.4869 0.266
H 13.3896 -14.5788 -10.8596 0.323
H 16.0854 -14.0877 -9.8188 0.226
H 16.8939 -15.3586 -10.3077 0.196
C 13.6926 -20.7966 -21.9139 -0.640
O 13.1509 -21.5759 -20.8877 -0.177
C 11.9990 -22.2708 -21.3015 -0.642
C 10.6853 -21.4526 -21.2707 0.367
C 10.4079 -20.8328 -19.8727 0.133
N 9.6444 -22.2759 -21.7436 -0.632
H 12.8835 -20.2297 -22.3438 0.354
H 14.0995 -21.4034 -22.7261 0.323
H 14.4338 -20.1331 -21.4944 0.002
H 12.0550 -22.7657 -22.2698 0.391
H 11.8500 -23.0639 -20.5390 0.191
H 10.8995 -20.6135 -21.9540 0.165
H 10.0875 -21.5996 -19.1858 -0.240
H 9.5544 -20.1441 -19.9462 0.389
H 11.2720 -20.3198 -19.4425 -0.417
H 9.8702 -22.9065 -22.5315 0.263
H 9.1644 -22.7195 -20.9604 0.214
C 13.7477 -15.8832 -14.8876 0.295
O 12.3759 -15.6904 -15.3076 -0.429
C 11.3735 -16.1602 -14.4418 0.058
C 10.0202 -15.8248 -15.0306 0.346
C 8.8316 -16.5839 -14.4645 -0.950
N 9.9617 -16.0516 -16.5191 -0.744
H 13.8598 -16.9048 -14.4437 -0.302
H 14.0462 -15.1474 -14.0807 0.427
H 14.4935 -15.7651 -15.6590 -0.218
H 11.5484 -17.2110 -14.1222 -0.378
H 11.4619 -15.6579 -13.4972 0.757
H 9.8158 -14.7230 -14.8654 0.408
H 9.1312 -17.6170 -14.3826 -0.394
H 7.9861 -16.4700 -15.1674 0.414
H 8.3729 -16.2753 -13.5200 0.425
H 10.4221 -15.3282 -17.0004 0.322
H 10.4147 -16.9277 -16.7149 0.147
C 7.8369 -19.9501 -16.9070 0.351
O 6.4969 -20.2894 -16.5255 -0.487
C 6.3736 -20.5648 -15.1239 0.277
C 4.8746 -20.4821 -14.8467 -0.161
C 4.4594 -18.9998 -15.0441 -1.400
N 4.5982 -20.9270 -13.4719 -0.384
H 8.4177 -20.8676 -16.9635 -0.194
H 8.3459 -19.3483 -16.1625 -0.303
H 7.8476 -19.4337 -17.8538 0.393
H 6.9136 -21.4923 -14.9168 0.298
H 6.8737 -19.7806 -14.5188 -0.241
H 4.3117 -21.1120 -15.4889 0.522
H 4.8279 -18.5602 -16.0098 0.247
H 4.9104 -18.3855 -14.2768 0.324
H 3.3933 -18.8278 -14.9149 0.431
H 3.6437 -21.1620 -13.3737 0.262
H 4.8732 -20.2267 -12.7823 0.196
C 12.9245 -23.3648 -17.8078 -0.483
O 13.2155 -24.3213 -16.8797 -0.082
C 14.5520 -24.7322 -16.8771 -0.867
C 14.9413 -25.5208 -18.1474 0.664
C 13.8863 -26.5721 -18.4629 -1.468
N 16.3282 -26.0880 -18.0085 -0.786
H 11.9474 -22.9946 -17.5642 0.099
H 12.7751 -23.8737 -18.8107 0.084
H 13.5996 -22.4981 -17.8959 0.345
H 15.1795 -23.8412 -16.9315 0.355
H 14.7425 -25.2274 -15.9242 0.439
H 14.8922 -24.8308 -19.0421 0.118
H 13.6997 -27.2918 -17.6333 0.274
H 14.2310 -27.1235 -19.3363 0.411
H 12.9435 -26.1411 -18.6833 0.350
H 16.3177 -26.7225 -17.2366 0.301
H 16.8642 -25.3209 -17.6661 0.313
C 9.3714 -24.5833 -14.7285 0.205
O 8.4964 -24.7271 -15.7963 -0.587
C 8.5167 -23.7755 -16.8428 1.162
C 7.5379 -24.1228 -17.9398 0.275
C 7.9711 -25.3958 -18.6956 -1.593
N 7.4920 -23.0284 -18.9330 -0.293
H 9.2049 -23.6134 -14.2027 -0.019
H 10.4069 -24.5762 -15.1035 -0.124
H 9.1897 -25.4092 -14.0193 0.214
H 8.2793 -22.7876 -16.3888 -0.506
H 9.4777 -23.7078 -17.3339 -0.380
H 6.5317 -24.2920 -17.4707 0.302
H 8.7619 -25.1625 -19.3921 0.280
H 7.1713 -25.7149 -19.3532 0.428
H 8.1823 -26.2343 -18.0853 0.372
H 6.9641 -23.2312 -19.7371 0.302
H 7.0358 -22.2491 -18.5334 -0.016
C 12.5892 -21.7400 -14.1823 -0.662
O 13.2074 -20.4379 -14.0648 1.129
C 13.7718 -20.0720 -15.2716 -0.919
C 12.8079 -19.6364 -16.4026 1.452
C 13.6656 -18.9862 -17.5091 -1.468
N 11.6613 -18.8495 -15.9711 0.792
H 12.5988 -22.2312 -13.2166 -0.191
H 13.1010 -22.3585 -14.8879 0.353
H 11.4805 -21.6462 -14.4021 -0.069
H 14.4574 -19.1734 -15.0644 -0.786
H 14.4564 -20.8425 -15.6441 0.579
H 12.4423 -20.6247 -16.7762 -0.689
H 13.7340 -17.9118 -17.2725 0.253
H 13.1978 -19.0380 -18.4737 -0.122
H 14.6554 -19.4294 -17.6242 0.653
H 11.4008 -19.1340 -14.9995 -0.516
H 11.9076 -17.8727 -15.9277 0.014
```

The HOMO-LUMO gap is 9.06 eV. Its LUMO energy is 0.5 eV. The structure (SMILES) is COC[C@H](C)N.COC[C@H](C)N.COC[C@H](C)N.COC[C@H](C)N.COC[C@H](C)N.COC[C@H](C)N.COC[C@H](C)N.COC[C@H](C)N.COC[C@H](C)N.COC[C@H](C)N.COC[C@H](C)N.COC[C@H](C)N. Its charge is 0. The calculation puts the max |F| at 3.407 eV/Å. The HOMO energy comes out at -8.60 eV. The energy above the lowest of the compared OMol25 structures with the same formula, charge and spin is 87.9 kcal/mol.

Entry 4:
C57H56BrN7O6Ru | wB97M-V/def2-TZVPD

```
128
Properties=species:S:1:pos:R:3:lowdin_spin:R:1
Ru -0.0251 0.1100 0.0583 0.767
C -1.6672 -5.0144 -2.0077 0.000
C -1.1871 -3.6355 -2.3648 0.000
C -0.6475 -3.3424 -3.6137 0.000
C -0.1785 -2.0703 -3.8832 0.001
C -0.2688 -1.1269 -2.8773 0.002
Br 0.3912 0.6127 -3.1549 0.004
N -0.8182 -1.3622 -1.6893 0.008
C -1.2559 -2.6030 -1.4489 0.000
H -1.9744 -5.5651 -2.8948 0.000
H -2.5046 -4.9727 -1.3122 0.000
H -0.8626 -5.5763 -1.5289 0.000
H -0.5977 -4.1101 -4.3764 0.000
H 0.2446 -1.8108 -4.8422 0.000
H -1.6889 -2.7678 -0.4703 0.000
C 5.4537 2.6060 3.5848 0.000
C 4.6149 2.6730 2.3183 0.000
C 5.1515 3.7724 1.4146 0.000
O 4.6359 1.3869 1.6953 0.004
C 3.3309 0.9865 1.3341 0.010
C 2.4126 2.0780 1.8751 0.001
O 3.2580 2.9288 2.6288 0.000
C 1.1902 1.6676 2.7234 0.003
O 0.2247 0.9809 1.9508 0.010
C 1.5525 0.8339 3.9710 0.000
C 0.7165 -0.2033 4.3669 0.000
C 0.9751 -0.9535 5.5070 0.000
C 2.0900 -0.6785 6.2829 0.000
C 2.9076 0.3839 5.9285 0.000
C 2.6276 1.1466 4.8024 0.000
C 0.5607 3.0097 3.1944 -0.001
C 0.2097 3.2511 4.5193 0.000
C -0.4113 4.4430 4.8892 0.000
C -0.6825 5.4174 3.9445 0.000
C -0.3409 5.1871 2.6176 0.000
C 0.2568 3.9932 2.2478 0.000
C 3.1441 0.8034 -0.1915 0.015
O 1.7945 0.5736 -0.4157 0.182
C 3.5900 2.0483 -0.9761 0.004
C 2.6373 2.9625 -1.4155 0.000
C 3.0171 4.0835 -2.1443 0.000
C 4.3538 4.2930 -2.4497 0.000
C 5.3053 3.3759 -2.0259 0.001
C 4.9274 2.2568 -1.2997 0.000
C 3.9870 -0.3653 -0.7362 0.001
C 5.0485 -0.9437 -0.0486 0.000
C 5.8316 -1.9195 -0.6637 0.000
C 5.5581 -2.3314 -1.9572 0.000
C 4.4849 -1.7694 -2.6402 0.000
C 3.7119 -0.7927 -2.0343 0.001
H 6.5095 2.6299 3.3175 0.000
H 5.2548 1.6869 4.1327 0.000
H 5.2197 3.4667 4.2116 0.000
H 6.0932 3.4554 0.9690 0.000
H 5.3163 4.6683 2.0138 0.000
H 4.4407 4.0105 0.6246 0.000
H 3.1003 0.0128 1.7868 0.000
H 1.9988 2.6180 1.0221 0.000
H -0.1614 -0.3987 3.7787 0.000
H 0.2959 -1.7474 5.7971 0.000
H 2.3038 -1.2635 7.1680 0.000
H 3.7538 0.6463 6.5514 0.000
H 3.2213 2.0180 4.5873 0.000
H 0.4330 2.5249 5.2894 0.000
H -0.6809 4.5983 5.9269 0.000
H -1.1614 6.3449 4.2308 0.000
H -0.5490 5.9399 1.8669 0.000
H 0.4920 3.8304 1.2029 0.000
H 1.5914 2.7861 -1.1969 0.000
H 2.2641 4.7863 -2.4797 0.000
H 4.6524 5.1623 -3.0214 0.000
H 6.3507 3.5334 -2.2600 0.000
H 5.6782 1.5511 -0.9695 0.000
H 5.3039 -0.6068 0.9468 0.000
H 6.6674 -2.3469 -0.1227 0.000
H 6.1763 -3.0818 -2.4343 0.000
H 4.2596 -2.0812 -3.6533 0.000
H 2.9046 -0.3239 -2.5818 0.000
N -6.7693 -3.6549 7.7450 0.000
C -6.2405 -3.2365 6.8151 0.000
C -5.5820 -2.7114 5.6482 0.000
C -4.1919 -2.6842 5.5827 0.000
C -3.5622 -2.2003 4.4515 0.000
C -4.3183 -1.7283 3.3868 0.000
C -5.7035 -1.7328 3.4561 0.000
C -6.3351 -2.2307 4.5810 0.000
N -3.6693 -1.2656 2.2051 0.000
C -4.1968 -1.2458 0.9284 0.000
C -3.2117 -0.7924 0.1144 0.001
N -2.0880 -0.5340 0.8687 0.000
C -2.3967 -0.8228 2.1094 0.000
H -3.6077 -3.0542 6.4138 0.000
H -2.4815 -2.2104 4.3976 0.000
H -6.2963 -1.3412 2.6409 0.000
H -7.4147 -2.2482 4.6356 0.000
H -5.1939 -1.5755 0.7002 0.000
H -3.2354 -0.6322 -0.9487 0.000
H -1.7475 -0.6715 2.9529 0.000
C 2.9801 -4.0204 -0.5691 0.000
N 2.4550 -3.6647 0.7403 0.000
C 2.9034 -4.4545 1.8814 0.000
C 1.5495 -2.6930 0.8682 0.000
C 1.0318 -2.4212 2.2453 0.000
O 1.1299 -2.0605 -0.1262 -0.004
H 4.0653 -3.9609 -0.5650 0.000
H 2.6007 -3.3167 -1.3009 0.000
H 2.6747 -5.0342 -0.8388 0.000
H 3.6370 -5.1773 1.5364 0.000
H 2.0749 -4.9926 2.3443 0.000
H 3.3750 -3.8277 2.6384 0.000
H 1.8337 -2.2462 2.9596 0.000
H 0.4356 -3.2642 2.6039 0.000
H 0.4177 -1.5311 2.1922 0.000
N -3.0183 3.3595 3.1931 0.000
C -3.4892 3.8666 2.0313 0.000
O -4.3270 4.7446 1.9812 0.000
C -2.9873 3.2254 0.7637 0.000
C -3.6619 3.5112 -0.4157 0.001
C -3.2742 2.8800 -1.5837 -0.001
C -2.2205 1.9858 -1.5397 0.000
N -1.5332 1.7513 -0.4213 -0.009
C -1.9087 2.3615 0.7098 0.000
H -3.2917 3.8327 4.0380 0.000
H -2.2077 2.7645 3.2366 0.000
H -4.4775 4.2226 -0.3884 0.000
H -3.7801 3.0649 -2.5205 0.000
H -1.9114 1.4555 -2.4277 0.000
H -1.3101 2.1207 1.5781 0.000
```

The HOMO-LUMO gap (spin up / spin down) is 7.73 / 7.25 eV. Its LUMO energy (spin up / spin down) is -2.9 / -3.4 eV. Its charge is +1. The calculation puts the max |F| at 1.515 eV/Å. The HOMO energy (spin up / spin down) comes out at -10.67 / -10.65 eV. Its spin multiplicity is 2. The energy above the lowest of the compared OMol25 structures with the same formula, charge and spin is 0.0 kcal/mol. The expectation value of S² is 0.757.

Question: Among the records above, which one has the lowest energy above the lowest of the compared OMol25 structures with the same formula, charge and spin?
Answer: C57H56BrN7O6Ru